a.
Molecular formula: C4H6N2O3
Method: DFT, ωB97M-V/def2-TZVPD

SMILES   O=c1cc[nH]c(=O)[nH]1.O
2S+1   1
HOMO   -9.797 eV

Each line ends with the Mulliken charge.
Geometry (Å):
C -0.094 -1.159 -0.622  0.678
C 1.073 -1.426 0.217  -0.512
C 1.956 -0.440 0.555  -0.067
C 0.365 1.240 -0.490  0.309
H -1.167 0.333 -1.438  0.208
H 1.455 -2.497 0.445  0.294
H 2.845 -0.319 1.349  0.278
H 2.035 1.550 0.556  0.270
H -2.548 0.710 1.380  0.321
H -3.007 0.457 -0.127  0.290
N -0.336 0.109 -0.983  -0.127
N 1.590 0.825 0.060  -0.142
O -0.890 -1.993 -0.957  -0.607
O -0.036 2.357 -0.730  -0.572
O -3.241 0.254 0.784  -0.623


b.
Molecular formula: C4H6N2O3
Method: DFT, ωB97M-V/def2-TZVPD

2S+1   1
HOMO (spin up / spin down)   -7.698 / -7.698 eV

Each line ends with the Mulliken charge.
Geometry (Å):
C 1.564 1.059 -0.495  -0.432
C 2.049 0.287 0.495  -0.146
C -0.383 -0.200 -0.371  -0.167
C -2.092 -1.432 0.365  -0.556
N 0.257 0.878 -0.819  0.363
N 1.073 -0.372 1.207  0.128
O 1.346 -1.354 1.929  -0.500
O -0.498 1.843 -1.522  -0.371
O -1.673 -0.232 -0.291  -0.247
H 1.932 1.889 -0.892  0.454
H 2.977 0.589 1.023  0.333
H -1.647 -2.271 -0.117  0.327
H -3.226 -1.506 0.235  0.217
H -1.675 -1.303 1.465  0.271
H -0.002 2.124 -2.212  0.326


Ranked by calculated energy, most stable first: a, b.


a.
Molecular formula: C3H5FO2
Method: DFT, ωB97M-V/def2-TZVPD

2S+1   1
HOMO (spin up / spin down)   -7.508 / -6.823 eV

Each line ends with the Mulliken charge.
Geometry (Å):
C 0.450 -0.236 -0.256  -0.298
C -1.650 0.532 -0.391  0.171
C 1.723 0.138 0.445  -0.198
O -0.675 0.264 0.301  -0.119
O -2.912 0.664 0.071  -0.436
F 2.500 1.015 -0.306  -0.292
H 0.215 -0.463 -1.315  0.224
H -1.594 0.182 -1.475  0.200
H 2.229 -0.806 0.618  0.202
H 1.750 0.756 1.391  0.209
H -2.780 0.975 1.009  0.339


b.
Molecular formula: C3H5FO2
Method: DFT, ωB97M-V/def2-TZVPD

2S+1   1
HOMO   -9.515 eV

Each line ends with the Mulliken charge.
Geometry (Å):
C -0.295 -0.526 0.754  -0.670
C -0.423 -0.156 -0.759  -0.219
C 1.576 0.018 0.037  0.522
O 0.908 0.258 -1.164  -0.367
O 2.318 1.005 0.485  -0.452
F 2.392 -1.115 -0.058  -0.302
H -0.666 -0.052 1.526  0.387
H -0.159 -1.593 0.916  0.250
H -0.889 -1.025 -1.399  0.254
H -0.979 0.712 -0.816  0.264
H 3.230 0.927 0.183  0.333


Ranked by calculated energy, most stable first: b, a.


a.
Molecular formula: C11H15N
Method: DFT, ωB97M-V/def2-TZVPD

2S+1   2
<S²>   0.77
HOMO (spin up / spin down)   0.916 / -3.147 eV
Total charge   -1

Each line ends with the Löwdin spin population.
Geometry (Å):
C 0.922 -1.698 2.885  -0.001
C -1.089 0.543 0.532  0.046
C -0.769 -0.814 0.888  0.106
C 0.242 -0.682 2.101  0.039
C 0.419 0.671 2.178  0.183
C -2.776 -0.306 -0.982  0.148
C -1.975 0.792 -0.436  0.155
C -2.501 -1.635 -0.574  0.021
C -1.514 -1.854 0.459  0.187
N -0.172 1.391 1.077  0.029
H -3.595 -0.051 -1.633  0.010
H -2.167 1.856 -0.876  0.016
H -3.268 -2.451 -0.787  -0.003
H -1.177 -2.879 0.805  0.021
H -0.071 2.438 1.162  0.006
H 0.981 1.197 2.957  0.029
H 1.711 -1.343 3.521  0.002
H 1.536 -2.398 2.216  -0.001
H 0.237 -2.314 3.530  0.004
C 1.492 1.757 -2.434  0.001
C 2.291 0.543 -2.320  0.001
H 1.473 2.342 -3.476  0.000
H 0.437 1.613 -2.147  0.001
H 1.681 2.426 -1.531  0.000
H 2.078 -0.120 -3.090  0.000
H 2.219 0.075 -1.399  0.001
H 3.355 0.903 -2.627  0.001


b.
Molecular formula: C11H15N
Method: DFT, ωB97M-V/def2-TZVPD

2S+1   2
<S²>   0.77
HOMO (spin up / spin down)   0.576 / -2.726 eV
Total charge   -1

Each line ends with the Löwdin spin population.
Geometry (Å):
C 0.809 -3.393 -1.323  -0.001
C 1.210 0.110 -0.135  0.006
C 0.920 -1.277 0.109  0.080
C 1.105 -1.931 -1.135  0.033
C 1.340 -0.994 -2.125  0.193
C 1.395 1.070 0.834  0.159
C 1.386 0.634 2.215  0.157
C 0.936 -1.660 1.492  0.186
C 1.185 -0.706 2.478  0.039
N 1.337 0.276 -1.503  0.040
H 1.025 1.068 -2.030  0.004
H 1.824 2.049 0.655  0.017
H 1.542 -1.119 -3.178  0.033
H 1.560 1.367 2.987  0.012
H 0.787 -2.680 1.819  0.021
H 0.023 -3.482 -2.075  0.003
H 0.397 -3.872 -0.436  0.000
H 1.257 -1.063 3.505  -0.004
H 1.654 -4.000 -1.662  0.001
C -2.644 2.682 -0.793  0.008
C -2.774 2.175 0.647  0.003
H -3.613 2.840 -1.260  0.000
H -2.154 3.655 -0.718  0.002
H -2.001 2.023 -1.373  0.002
H -1.788 2.067 1.084  0.004
H -3.355 2.906 1.220  0.000
H -3.361 1.256 0.703  0.000


Ranked by calculated energy, most stable first: b, a.


a.
Molecular formula: C10H8N2O
Method: DFT, ωB97M-V/def2-TZVPD

SMILES   Oc1cncc(-c2cccnc2)c1
2S+1   1
HOMO   -9.002 eV

Each line ends with the Mulliken charge.
Geometry (Å):
C 0.076 2.774 -0.473  0.782
C -1.297 2.990 -0.444  -0.366
C -1.677 0.736 -0.217  -0.511
C -0.310 0.457 -0.196  0.505
C 0.613 1.488 -0.344  -0.619
C 0.182 -0.931 0.023  0.216
C -0.429 -1.759 0.997  -0.338
C 0.054 -3.063 1.232  -0.480
C 1.144 -3.480 0.467  -0.165
C 1.251 -1.512 -0.692  -0.340
H 0.469 4.664 -0.560  0.298
H -1.642 3.985 -0.571  0.292
H -2.401 -0.065 -0.243  0.484
H 1.691 1.254 -0.312  0.430
H -1.252 -1.384 1.575  0.470
H -0.396 -3.756 1.979  0.328
H 1.608 -4.458 0.722  0.310
H 1.788 -0.994 -1.485  0.454
N -2.174 1.974 -0.320  -0.618
N 1.758 -2.735 -0.460  -0.609
O 0.944 3.817 -0.679  -0.522


b.
Molecular formula: C10H8N2O
Method: DFT, ωB97M-V/def2-TZVPD

2S+1   1
HOMO   -8.936 eV

Each line ends with the Mulliken charge.
Geometry (Å):
C -0.297 0.885 -2.185  0.197
C 1.058 -3.400 0.283  -0.378
C 0.139 -2.560 0.938  -0.631
C 1.527 -2.684 -0.784  -0.440
C 0.120 -1.384 0.214  0.184
C -0.507 -0.141 0.443  0.598
C 0.618 2.299 -0.175  -0.799
C -1.466 1.758 1.260  -0.639
C -0.880 2.329 -0.040  -0.294
C -0.227 1.270 -0.854  0.646
N -0.337 0.514 -3.273  -0.523
N -1.146 0.366 1.378  -0.673
O 0.971 -1.477 -0.830  -0.261
H 1.354 -4.391 0.554  0.442
H -0.441 -2.770 1.814  0.504
H 2.246 -2.913 -1.548  0.451
H 1.095 3.040 -0.807  0.310
H 1.218 1.991 0.673  0.224
H -1.048 2.263 2.138  0.309
H -2.554 1.875 1.296  0.367
H -1.444 3.128 -0.497  0.407


Ranked by calculated energy, most stable first: a, b.


a.
Molecular formula: C4H7N5
Method: DFT, ωB97M-V/def2-TZVPD

2S+1   1
HOMO   -8.248 eV

Each line ends with the Mulliken charge.
Geometry (Å):
C 0.581 2.706 0.203  -0.693
C -1.415 -0.341 0.002  0.294
C 1.632 -2.373 0.024  -0.284
C -2.838 -0.505 0.216  0.230
H 1.386 2.704 1.296  0.208
H 1.359 2.929 -0.694  0.260
H -0.384 3.236 0.168  0.320
H 0.864 0.625 -0.498  0.284
H -0.920 -2.172 -0.620  0.289
H 1.716 -3.376 -0.777  0.219
H 2.613 -2.287 0.464  0.275
N 0.184 1.342 -0.333  0.010
N -1.050 0.889 0.041  -0.416
N -0.491 -1.387 0.042  0.005
N 0.818 -1.348 0.411  -0.521
N -4.054 -0.641 0.055  -0.480


b.
Molecular formula: C4H7N5
Method: DFT, ωB97M-V/def2-TZVPD

SMILES   N/N=C1/C=CNNC=N1
2S+1   1
HOMO   -7.089 eV

Each line ends with the Mulliken charge.
Geometry (Å):
C -0.904 0.247 -0.261  0.675
C 0.082 1.315 -0.324  -0.548
C 1.404 1.417 0.037  -0.095
C 0.517 -1.586 -0.166  -0.051
H -4.018 0.114 0.175  0.250
H -2.794 -1.194 0.175  0.258
H -0.397 2.322 -0.309  0.255
H 1.763 2.535 0.386  0.198
H 3.147 0.421 0.610  0.277
H 2.448 -1.536 -0.381  0.245
H 0.615 -2.659 -0.113  0.329
N -2.997 -0.202 0.314  -0.371
N -2.124 0.660 -0.111  -0.364
N 2.214 0.284 0.058  -0.181
N 1.743 -1.043 0.131  -0.307
N -0.699 -1.095 -0.219  -0.569


Ranked by calculated energy, most stable first: b, a.


a.
Molecular formula: CH3N2O
Method: DFT, ωB97M-V/def2-TZVPD

2S+1   1
HOMO (spin up / spin down)   -15.726 / -16.291 eV
Total charge   +1

Each line ends with the Mulliken charge.
Geometry (Å):
C 0.107 -0.023 -0.308  -0.064
N -0.546 -1.747 1.295  -0.176
N -0.256 -0.963 0.569  0.570
O 1.016 0.832 0.107  -0.353
H -1.654 0.755 0.251  0.221
H -0.061 -0.278 -1.350  0.394
H 1.394 1.424 -0.564  0.409


b.
Molecular formula: CH3N2O
Method: DFT, ωB97M-V/def2-TZVPD

2S+1   1
HOMO (spin up / spin down)   -15.710 / -15.709 eV
Total charge   +1

Each line ends with the Mulliken charge.
Geometry (Å):
C 0.065 -0.180 -0.035  0.559
N -1.088 -0.641 -0.041  0.111
N 1.183 0.447 -0.024  -0.266
O -1.574 0.621 -0.026  -0.316
H -1.666 -1.495 0.155  0.334
H 1.897 -0.031 0.501  0.299
H 1.183 1.279 -0.531  0.280


Ranked by calculated energy, most stable first: a, b.